{"formula": "C3H8F2NO", "method": "the ωB97M-V functional and the def2-TZVPD basis", "elements": ["C", "C", "C", "N", "O", "F", "F", "H", "H", "H", "H", "H", "H", "H", "H"], "coordinates": [[-0.74205, 1.38315, 1.26396], [1.19576, 0.19757, 1.04059], [-0.49300, -0.34752, -0.53523], [0.07166, 0.41750, 0.58685], [0.00241, 0.06539, -1.70380], [1.07726, -2.59682, -1.86585], [-1.88624, -0.09507, -0.50923], [-0.95574, 2.35242, 0.60478], [-1.80603, 1.05625, 1.51687], [-0.33468, 1.69507, 2.25437], [1.62287, 0.69012, 1.91102], [1.89634, -0.47613, 0.65905], [1.47747, -3.11520, -2.58399], [-0.43924, -1.45697, -0.30349], [-0.68680, 0.23024, -2.33590]], "forces_ev_per_angstrom": [[-0.9, 0.6, 0.5], [14.2, -2.1, 6.4], [-2.8, -0.8, 0.1], [-14.5, 4.0, -4.2], [1.5, 0.1, 0.6], [0.9, -1.2, -1.6], [1.4, -0.1, 0.0], [0.4, -1.5, 0.7], [0.9, 0.0, -0.9], [0.3, -0.2, -1.1], [-0.7, 0.2, -0.2], [0.4, -1.1, -1.2], [-0.9, 1.2, 1.7], [0.6, 1.0, -0.2], [-0.8, 0.0, -0.6]], "fmax_ev_per_a": 15.707, "multiplicity": 3, "relative_energy_kj_mol": 53.2, "gap_ev": [9.47, 6.34], "total_charge": 1}

{"formula": "C3H8IN2", "method": "the ωB97M-V functional and the def2-TZVPD basis", "elements": ["C", "C", "C", "N", "N", "I", "H", "H", "H", "H", "H", "H", "H", "H"], "coordinates": [[1.14988, 0.59879, 0.65302], [-1.11923, -0.69313, 0.69317], [-0.08955, 0.23711, 0.06512], [2.10085, -1.15218, -0.09440], [-0.36719, 0.56209, -1.16854], [2.07337, -1.25092, -2.09266], [1.58672, 1.51028, 0.26659], [-1.96319, 0.08154, 0.99000], [-0.62116, -1.03361, 1.62469], [-1.59224, -1.49303, 0.07879], [1.51355, 0.38051, 1.55039], [0.22124, 1.21886, -1.59571], [-1.18270, 0.22753, -1.64257], [3.15075, -0.89969, 0.06109]], "forces_ev_per_angstrom": [[0.6, -0.3, -4.7], [-0.3, 2.1, 1.6], [-1.9, -2.4, -0.3], [1.0, 2.1, 0.9], [0.5, 0.2, 1.2], [-0.1, -0.1, -0.5], [0.3, -0.1, -0.4], [1.4, -1.7, -0.3], [-0.9, -0.3, -0.5], [0.8, 0.7, 0.3], [0.4, -1.1, 4.0], [0.7, 1.0, -1.2], [-0.3, -0.1, -0.2], [-2.2, 0.0, 0.1]], "fmax_ev_per_a": 4.742, "relative_energy_kj_mol": 282.9, "gap_ev": [7.48, 7.48], "total_charge": 1}

{"formula": "C3H8IN2", "method": "the ωB97M-V functional and the def2-TZVPD basis", "elements": ["C", "C", "C", "N", "N", "I", "H", "H", "H", "H", "H", "H", "H", "H"], "coordinates": [[-1.17819, 0.66440, -0.84267], [0.22776, 0.88786, -0.25731], [1.04682, -0.06866, 0.41551], [0.54704, -0.74766, 1.41582], [-1.03144, 1.24072, 0.45467], [3.00232, -0.14898, -0.24416], [-1.40423, 1.17452, -1.66173], [-1.46282, -0.41682, -0.75412], [0.73066, 1.58144, -0.73125], [0.36135, -2.12586, -1.45843], [-0.47192, -0.55223, 1.72779], [1.00424, -1.23331, 2.17919], [-1.28568, 2.21255, 0.60573], [-0.08591, -2.46795, -0.84904]], "forces_ev_per_angstrom": [[1.3, -4.3, 4.4], [-3.9, -1.6, 1.8], [0.2, -1.1, 1.4], [-2.0, 0.8, 0.8], [0.1, -0.4, 0.0], [-0.3, -0.3, 0.4], [-1.1, 2.2, -3.3], [-0.1, 1.2, -0.6], [2.5, 3.6, -2.3], [-1.3, -1.1, 1.7], [1.9, 0.2, -1.2], [0.9, -0.3, -0.8], [0.5, 0.1, -0.5], [1.3, 1.0, -1.8]], "fmax_ev_per_a": 6.267, "relative_energy_kj_mol": 257.2, "gap_ev": 9.58, "total_charge": 1}

Please write out number 2 again, unchanged.
{"formula": "C3H8IN2", "method": "the ωB97M-V functional and the def2-TZVPD basis", "elements": ["C", "C", "C", "N", "N", "I", "H", "H", "H", "H", "H", "H", "H", "H"], "coordinates": [[1.14988, 0.59879, 0.65302], [-1.11923, -0.69313, 0.69317], [-0.08955, 0.23711, 0.06512], [2.10085, -1.15218, -0.09440], [-0.36719, 0.56209, -1.16854], [2.07337, -1.25092, -2.09266], [1.58672, 1.51028, 0.26659], [-1.96319, 0.08154, 0.99000], [-0.62116, -1.03361, 1.62469], [-1.59224, -1.49303, 0.07879], [1.51355, 0.38051, 1.55039], [0.22124, 1.21886, -1.59571], [-1.18270, 0.22753, -1.64257], [3.15075, -0.89969, 0.06109]], "forces_ev_per_angstrom": [[0.6, -0.3, -4.7], [-0.3, 2.1, 1.6], [-1.9, -2.4, -0.3], [1.0, 2.1, 0.9], [0.5, 0.2, 1.2], [-0.1, -0.1, -0.5], [0.3, -0.1, -0.4], [1.4, -1.7, -0.3], [-0.9, -0.3, -0.5], [0.8, 0.7, 0.3], [0.4, -1.1, 4.0], [0.7, 1.0, -1.2], [-0.3, -0.1, -0.2], [-2.2, 0.0, 0.1]], "fmax_ev_per_a": 4.742, "relative_energy_kj_mol": 282.9, "gap_ev": [7.48, 7.48], "total_charge": 1}